Entry 1:
{
  "formula": "C22H30N4O7S",
  "method": "the ωB97M-V functional and the def2-TZVPD basis",
  "symbols": ["S", "O", "O", "O", "O", "O", "O", "O", "N", "N", "N", "N", "C", "C", "C", "C", "C", "C", "C", "C", "C", "C", "C", "C", "C", "C", "C", "C", "C", "C", "C", "C", "C", "C", "H", "H", "H", "H", "H", "H", "H", "H", "H", "H", "H", "H", "H", "H", "H", "H", "H", "H", "H", "H", "H", "H", "H", "H", "H", "H", "H", "H", "H", "H"],
  "coordinates": [[-0.324, 2.498, 0.758], [0.299, 3.729, 0.370], [0.849, -4.376, 1.788], [3.351, -1.895, -0.702], [-1.932, 4.374, 2.163], [-0.046, -2.849, -1.565], [-2.617, -0.647, 1.468], [-1.548, 2.116, 0.104], [-2.405, -0.390, -0.812], [1.542, -2.386, 1.081], [-0.458, 2.354, 2.434], [-1.271, -2.009, 0.185], [2.700, 0.441, -0.935], [-2.164, -0.940, 0.389], [1.834, 1.449, -0.540], [-1.585, -0.965, -1.855], [0.728, -0.061, 0.972], [0.556, -3.269, 1.392], [4.840, -3.262, -1.892], [2.567, -0.834, -0.403], [-0.994, 0.073, -4.009], [-2.437, -1.533, -3.008], [0.115, 3.493, 3.119], [-0.847, -2.072, -1.108], [-0.844, 4.704, 2.990], [-0.637, 0.060, -2.518], [-1.801, 2.071, 2.905], [-2.436, -0.423, -4.054], [3.043, -1.982, -3.110], [0.856, 1.193, 0.398], [-0.909, -2.873, 1.281], [-2.695, 3.313, 2.687], [1.563, -1.090, 0.563], [4.038, -1.967, -1.952], [-3.433, -1.804, -2.664], [-0.350, 5.542, 2.499], [-0.804, 1.035, -2.059], [-2.183, 1.215, 2.350], [0.403, -0.217, -2.355], [-3.463, 3.114, 1.941], [-1.209, 5.018, 3.981], [2.253, -2.699, -2.896], [-3.118, 0.373, -3.754], [5.441, -3.371, -2.790], [1.073, 3.704, 2.647], [3.467, 0.655, -1.662], [-1.941, -2.421, -3.403], [-2.727, -0.782, -5.039], [5.496, -3.255, -1.026], [-1.223, -2.361, 2.198], [-1.467, -3.815, 1.214], [2.443, -2.849, 0.997], [-0.876, 1.063, -4.444], [4.728, -1.115, -2.045], [2.589, -1.004, -3.254], [-3.170, 3.623, 3.631], [-1.729, 1.807, 3.963], [3.548, -2.268, -4.028], [0.279, 3.217, 4.164], [1.909, 2.442, -0.952], [-0.353, -0.624, -4.550], [4.162, -4.107, -1.810], [-0.015, -0.215, 1.736], [-2.723, 0.568, -0.854]],
  "forces_ev_per_a": [[0.809, -0.901, -0.257], [0.123, 0.112, 0.263], [-0.158, -0.145, 0.064], [-0.082, 0.095, 0.307], [-0.102, 0.146, -0.125], [0.082, -0.146, -0.093], [-0.123, 0.144, 0.447], [-0.237, 0.100, 0.496], [-0.213, 0.189, -0.111], [0.759, 0.021, 0.039], [0.100, -0.061, -1.013], [-0.117, 0.020, 0.357], [0.074, -0.190, 0.063], [-0.098, -0.299, -0.158], [-0.048, 0.148, 0.053], [-0.038, -0.168, -0.354], [0.222, -0.134, -0.046], [-0.230, 0.003, -0.048], [-0.167, 0.404, 0.137], [-0.330, 0.146, 0.111], [-0.052, 0.057, 0.038], [0.021, -0.012, -0.040], [0.318, 0.401, 0.067], [-0.178, 0.158, -0.208], [0.049, 0.214, 0.206], [0.143, -0.015, -0.063], [-0.562, -0.132, -0.111], [0.140, -0.148, -0.037], [0.118, 0.119, 0.328], [-0.218, 0.484, -0.005], [-0.136, -0.345, 0.062], [-0.275, -0.004, 0.225], [0.025, 0.329, -0.238], [0.216, -0.220, -0.552], [0.017, -0.095, 0.058], [0.014, -0.036, 0.141], [0.033, -0.028, -0.018], [-0.094, 0.058, 0.239], [0.037, 0.052, 0.057], [0.004, -0.036, 0.125], [0.059, 0.012, -0.108], [-0.066, -0.075, -0.003], [-0.097, 0.083, -0.025], [0.060, -0.018, -0.097], [0.042, 0.120, 0.257], [0.075, -0.018, -0.078], [0.022, -0.028, -0.047], [-0.101, 0.054, -0.034], [0.086, -0.029, 0.060], [0.064, -0.104, -0.135], [0.187, 0.158, 0.093], [-0.273, -0.045, 0.094], [0.073, 0.019, -0.077], [-0.109, -0.098, 0.081], [-0.083, 0.051, -0.076], [-0.001, -0.038, -0.118], [0.079, -0.021, -0.099], [0.069, 0.006, -0.114], [0.011, -0.042, -0.120], [0.087, 0.106, -0.098], [0.034, -0.005, -0.061], [-0.071, -0.118, -0.014], [-0.083, -0.133, 0.193], [0.090, -0.123, 0.122]],
  "lowdin_charge": [0.71, -0.26, 0.08, -0.03, -0.16, 0.13, 0.08, -0.27, 0.18, 0.17, -0.22, 0.07, 0.00, -0.50, -0.06, -0.32, 0.02, -0.44, -0.03, -0.20, -0.17, -0.09, -0.16, -0.36, -0.18, -0.07, -0.16, -0.18, -0.03, -0.25, -0.01, -0.17, -0.14, -0.41, 0.12, 0.13, 0.11, 0.08, 0.10, 0.13, 0.12, 0.08, 0.11, 0.08, 0.12, 0.12, 0.12, 0.11, 0.08, 0.14, 0.15, 0.16, 0.11, 0.14, 0.07, 0.12, 0.13, 0.09, 0.13, 0.12, 0.11, 0.09, 0.12, 0.14],
  "e_tot_ha": -2000.281177,
  "spin_multiplicity": 1,
  "homo_ev": -8.654,
  "lumo_ha": 0.02282,
  "max_force_ha_per_bohr": 0.0241,
  "de_lowest_ev": 0.2478
}



Entry 2:
{
  "formula": "H3N4O2",
  "method": "the ωB97M-V functional and the def2-TZVPD basis",
  "symbols": ["O", "O", "N", "N", "N", "N", "H", "H", "H"],
  "coordinates": [[1.596, 1.987, 1.068], [0.555, 3.617, 0.100], [0.907, 0.285, -0.650], [0.886, 2.423, 0.144], [0.480, 1.588, -0.822], [-0.287, -0.582, -0.051], [1.503, 0.326, 0.090], [-1.034, -0.283, -0.623], [-0.267, -0.273, 0.871]],
  "forces_ev_per_a": [[2.109, -2.092, 2.728], [-1.562, 2.498, -1.058], [-3.665, 0.958, -2.137], [1.348, 1.259, 1.383], [-1.735, -3.301, -3.355], [2.999, -0.918, -2.363], [2.613, -0.063, 2.970], [-1.200, 0.617, -0.059], [-0.905, 1.044, 1.890]],
  "mulliken_spin": [0.23, 0.36, 0.08, 0.43, 0.70, 0.35, 0.00, -0.07, -0.08],
  "e_tot_ha": -371.052097,
  "spin_multiplicity": 3,
  "homo_ev": [-0.244, -4.364],
  "lumo_ha": [0.18444, 0.11276],
  "total_charge": -1,
  "max_force_ha_per_bohr": 0.0976,
  "de_lowest_ev": 2.0280
}